(1)
A 2-piece molecular cluster, C3H3N3O overall in a non-equilibrium geometry. Source: the OMol25 dataset; level of theory: ωB97M-V with the def2-TZVPD basis set.

## Properties
**Structure (SMILES)**: N=C=CC=O.N#N
**HOMO level**: -9.510 eV

ORCA input file:
```
! RIJCOSX wB97M-V def2-TZVPD def2/J DEFGRID3
* xyz 0 1
O -2.431 -0.908 0.978
N -0.640 2.014 -0.644
N 2.202 -0.051 0.121
N 0.364 1.634 -0.895
C -1.464 -0.390 0.468
C 1.029 -0.362 0.078
C -0.133 -0.978 0.272
H -1.554 0.610 0.018
H 2.663 0.487 -0.601
H -0.035 -2.054 0.205
*
```

(2)
A 3-piece molecular cluster, C4H16N2O3 overall in a non-equilibrium geometry. Source: the OMol25 dataset; level of theory: ωB97M-V with the def2-TZVPD basis set.

## Properties
**Structure (SMILES)**: NCC[C@@H](N)CO.O.O
**HOMO level**: -8.897 eV

ORCA input file:
```
! RIJCOSX wB97M-V def2-TZVPD def2/J DEFGRID3
* xyz 0 1
O 2.468 0.680 -1.091
O 1.051 -1.719 1.681
O -1.065 -3.028 0.217
N -0.240 0.406 -2.382
N -0.714 0.600 2.076
C -1.691 0.695 1.003
C -0.042 0.527 -0.959
C -1.178 1.301 -0.284
C 1.261 1.287 -0.643
H -2.163 -0.269 0.898
H 0.173 0.200 1.799
H -0.938 2.348 -0.054
H 0.489 -0.046 -2.900
H -0.627 1.449 2.606
H 1.385 1.542 0.417
H 0.041 -0.437 -0.449
H 0.922 -2.630 1.389
H -0.528 1.288 -2.781
H -2.527 1.252 1.429
H 2.295 -0.259 -1.245
H -1.799 -3.097 -0.395
H 1.162 2.270 -1.129
H 2.009 -1.627 1.747
H -1.187 -2.267 0.790
H -1.956 1.419 -1.040
*
```

Relative energy (zero: lowest compared OMol25 entry of this formula, charge and spin) (computed, kJ/mol): 175.5 111.4
Frontier orbital gap (computed, eV): 9.513 9.507